Here is a structure of composition C13H16ClNOsSTe in a non-equilibrium geometry from the Open Molecules 2025 dataset. Energies are from wB97M-V/def2-TZVPD.

Energy relative to the best compared isomer or geometry (same formula, charge and spin): 6.8 kcal per mole
Spin multiplicity: 5
Calculated total energy: -48330.8649 eV
Charge: +2
Orbital gap (spin up / spin down): 0.27610 / 0.22560 hartree
LUMO level (spin up / spin down): -0.2632 / -0.3390 hartree
Expectation value of S²: 6.0406

Last column: Löwdin spin population.
Geometry (Å):
Os  1.42  0.63  -1.28  2.42
C  2.78  0.26  1.60  0.03
C  1.35  0.66  1.73  0.04
C  0.77  0.80  2.99  0.00
C  -0.55  1.17  3.11  0.04
C  -1.32  1.41  1.96  0.00
C  -2.67  1.80  2.01  0.08
C  -3.38  2.05  0.86  -0.01
C  -2.76  1.90  -0.38  0.08
C  -1.43  1.52  -0.47  0.05
S  -0.66  1.44  -2.02  0.46
C  -0.69  1.26  0.71  0.03
N  0.63  0.87  0.61  0.06
H  3.24  0.13  2.58  0.00
H  3.35  1.03  1.07  0.01
H  2.89  -0.68  1.05  0.01
H  1.37  0.62  3.87  0.00
H  -1.00  1.27  4.09  0.00
H  -3.15  1.92  2.98  0.00
H  -4.41  2.36  0.91  0.00
H  -3.31  2.11  -1.29  0.00
Cl  2.57  0.78  -3.24  0.08
C  3.44  0.42  -1.75  0.13
H  4.12  1.23  -1.50  0.02
H  3.91  -0.55  -1.79  0.02
C  -1.86  -2.02  -2.55  0.03
Te  0.28  -2.00  -2.60  0.34
C  0.40  -3.85  -1.52  0.04
H  -2.19  -2.77  -3.27  0.01
H  -2.24  -1.04  -2.84  0.00
H  -2.19  -2.29  -1.55  0.00
H  -0.33  -3.83  -0.72  0.00
H  1.41  -3.98  -1.13  0.00
H  0.18  -4.64  -2.23  0.01

---

Here is a cluster of 2 separate species, C13H16F7NO5 in total in a non-equilibrium geometry from the Open Molecules 2025 dataset. Energies are from wB97M-V/def2-TZVPD.

Spin multiplicity: 1
Calculated total energy: -44488.4254 eV
Orbital gap: 0.27367 hartree
LUMO level: -0.0431 hartree

Last column: Mulliken charge in e.
Geometry (Å):
O  2.82  0.60  2.43  -0.45
C  2.75  0.18  1.34  0.22
C  4.00  -0.39  0.67  -0.15
C  3.68  -0.39  -0.62  -0.15
C  4.54  -0.82  -1.80  0.98
F  4.21  -2.12  -2.05  -0.30
F  4.26  -0.13  -2.92  -0.29
C  6.07  -0.81  -1.55  0.45
F  6.64  -1.40  -2.63  -0.30
F  6.41  -1.58  -0.52  -0.27
C  6.73  0.61  -1.46  0.73
F  7.11  1.08  -2.62  -0.23
F  7.83  0.48  -0.70  -0.26
F  5.96  1.51  -0.85  -0.23
C  2.26  0.18  -0.78  0.24
O  1.74  0.58  -1.71  -0.39
O  1.67  0.17  0.50  -0.19
H  4.93  -0.71  1.14  0.56
C  -1.30  1.95  0.88  -0.69
O  -2.55  2.06  0.22  -0.38
C  -2.60  1.35  -1.01  -0.62
C  -3.58  0.19  -0.91  -0.27
N  -3.06  -0.86  -0.04  -0.24
C  -4.04  -1.90  0.28  -0.70
C  -5.26  -1.48  1.12  -0.48
O  -4.94  -1.10  2.44  -0.42
C  -4.60  0.26  2.61  -0.53
H  -1.32  2.61  1.75  0.31
H  -1.13  0.93  1.23  0.27
H  -0.48  2.26  0.23  0.33
H  -1.61  1.01  -1.32  0.24
H  -2.96  2.05  -1.77  0.40
H  -3.74  -0.23  -1.91  0.38
H  -4.53  0.59  -0.54  0.20
H  -2.75  -0.44  0.83  0.04
H  -3.50  -2.67  0.84  0.37
H  -4.38  -2.36  -0.65  0.39
H  -5.90  -2.37  1.21  0.35
H  -5.87  -0.72  0.62  0.35
H  -5.11  0.91  1.90  0.27
H  -3.52  0.40  2.53  0.17
H  -4.89  0.56  3.62  0.29

---

Here is a cluster of 2 separate species, C13H16FN2S2 in total from the Open Molecules 2025 dataset. Energies are from wB97M-V/def2-TZVPD.

Spin multiplicity: 1
Calculated total energy: -41101.8530 eV
Charge: +1
Orbital gap: 0.27155 hartree
LUMO level: -0.1576 hartree

Last column: Mulliken charge in e.
Geometry (Å):
C  -2.18  -2.23  -4.03  -0.87
N  -2.84  -2.74  -2.80  -0.38
C  -1.93  -2.83  -1.68  -0.92
N  -1.63  -1.48  -1.13  0.30
C  -2.37  -0.43  -1.53  0.05
C  -2.13  0.85  -1.06  -0.84
S  -3.15  2.19  -1.59  -0.22
C  -1.12  1.02  -0.12  -0.06
C  -0.39  -0.09  0.31  -0.03
C  -0.64  -1.33  -0.20  -0.11
S  0.27  -2.73  0.39  -0.18
H  -2.50  -1.20  -4.24  0.28
H  -1.09  -2.21  -3.94  0.28
H  -2.47  -2.85  -4.88  0.39
H  -3.12  -3.69  -3.00  0.33
H  -0.99  -3.32  -1.93  0.53
H  -2.40  -3.39  -0.87  0.41
H  -3.16  -0.64  -2.23  0.84
H  -2.70  2.20  -2.85  0.20
H  -0.91  2.00  0.28  0.55
H  0.37  0.06  1.07  0.21
H  1.12  -2.78  -0.65  0.22
F  0.63  0.84  3.06  -0.36
C  1.83  1.50  3.06  0.56
C  1.88  2.78  3.56  -0.62
C  3.10  3.44  3.55  -0.29
C  4.23  2.81  3.05  -0.55
C  4.15  1.52  2.55  -0.37
C  2.94  0.85  2.56  -0.35
H  0.98  3.25  3.95  0.43
H  3.17  4.45  3.94  0.37
H  5.18  3.33  3.04  0.39
H  5.03  1.03  2.16  0.36
H  2.85  -0.17  2.19  0.45

---

Here is the ion C13H16I2NO2 with charge -1 in a non-equilibrium geometry from the Open Molecules 2025 dataset. Energies are from wB97M-V/def2-TZVPD.

Spin multiplicity: 1
Calculated total energy: -35516.6423 eV
Charge: -1
Orbital gap: 0.23305 hartree
LUMO level: 0.0798 hartree

Last column: Mulliken charge in e.
Geometry (Å):
C  -2.75  2.94  0.11  -1.05
C  -1.16  2.76  -0.33  0.37
C  -0.50  4.04  -1.18  -0.41
C  1.07  4.02  -1.64  -0.38
C  2.00  2.71  -1.27  -0.47
C  1.31  1.44  -0.43  -0.19
C  -0.25  1.42  0.07  0.52
C  -1.01  0.24  0.91  -0.45
C  -0.04  -0.72  1.81  -0.51
N  0.75  -1.76  1.07  0.07
C  -0.06  -2.54  0.06  -0.52
I  -1.87  -3.49  0.83  0.05
C  1.00  -3.65  -0.61  -0.46
C  0.28  -4.65  -1.69  -0.98
I  2.12  -4.68  0.98  0.05
C  0.96  0.25  2.73  0.30
O  2.30  0.22  2.64  -0.64
O  0.41  1.25  3.70  -0.76
H  -2.89  3.74  0.98  0.25
H  -3.34  3.31  -0.86  0.34
H  -3.22  1.89  0.38  0.26
H  -1.20  4.97  -1.42  0.21
H  1.53  4.94  -2.20  0.25
H  3.15  2.63  -1.56  0.26
H  2.02  0.55  -0.18  0.05
H  -1.72  -0.31  0.16  0.33
H  -1.73  0.80  1.67  0.33
H  -0.74  -1.26  2.62  0.23
H  1.66  -1.41  0.70  0.30
H  -0.37  -1.84  -0.85  0.38
H  1.81  -3.02  -1.23  0.40
H  -0.53  -5.37  -1.24  0.31
H  -0.16  -4.06  -2.59  0.28
H  1.14  -5.36  -2.12  0.31

---

Here is a structure of composition C13H16I2O2 in a non-equilibrium geometry from the Open Molecules 2025 dataset. Energies are from wB97M-V/def2-TZVPD.

Spin multiplicity: 1
Calculated total energy: -34035.7468 eV
Orbital gap: 0.32861 hartree
LUMO level: -0.0111 hartree

Last column: Mulliken charge in e.
Geometry (Å):
C  0.27  -2.21  1.60  -1.36
C  0.09  -1.04  0.65  0.20
C  0.17  0.29  1.41  -0.95
O  -0.96  1.16  1.27  -0.36
C  -2.18  0.68  1.54  0.41
O  -3.17  1.12  0.98  -0.55
C  -2.33  -0.33  2.63  -0.15
I  -1.38  0.07  4.47  0.22
C  -3.07  -1.42  2.41  0.22
C  -3.80  -1.69  1.14  -1.29
I  -3.39  -2.91  3.87  0.13
H  1.32  -2.28  1.86  0.43
H  -0.26  -2.06  2.53  0.24
H  -0.06  -3.15  1.17  0.35
H  0.94  -1.07  -0.03  0.11
H  -0.79  -1.13  0.03  0.44
H  1.00  0.86  1.02  0.58
H  0.40  0.08  2.45  0.27
H  -4.73  -1.14  1.17  0.30
H  -4.00  -2.74  1.01  0.50
H  -3.25  -1.31  0.30  0.28
C  1.80  0.46  -2.61  -0.48
C  2.84  0.58  -3.52  -0.40
C  3.47  1.80  -3.70  -0.41
C  3.07  2.91  -2.97  -0.34
C  2.03  2.79  -2.06  -0.58
C  1.39  1.57  -1.88  -0.24
H  1.31  -0.49  -2.48  0.37
H  3.16  -0.28  -4.10  0.36
H  4.28  1.90  -4.42  0.36
H  3.56  3.86  -3.11  0.36
H  1.71  3.65  -1.48  0.38
H  0.58  1.48  -1.17  0.62

---

Here is a structure of composition C13H16N in a non-equilibrium geometry from the Open Molecules 2025 dataset. Energies are from wB97M-V/def2-TZVPD.

Energy relative to the best compared isomer or geometry (same formula, charge and spin): 58.8 kcal per mole
Spin multiplicity: 1
Calculated total energy: -15220.7662 eV
Charge: +1
Orbital gap: 0.28936 hartree
LUMO level: -0.1263 hartree

Last column: Mulliken charge in e.
Geometry (Å):
C  2.93  0.99  2.68  -0.75
C  2.29  2.13  3.12  -0.40
C  2.30  0.25  1.68  -0.32
C  1.07  2.61  2.51  -0.82
C  1.13  0.74  1.11  0.59
C  0.59  2.01  1.37  0.02
C  0.40  0.23  0.00  0.52
C  -0.62  1.03  -0.31  0.02
C  -0.59  2.26  0.49  -1.08
C  -1.73  0.83  -1.34  -0.25
C  -1.86  -0.59  -1.73  -0.79
C  -0.54  -1.35  -2.12  -0.72
C  0.44  -1.48  -1.02  -0.66
N  0.06  -2.58  -0.01  -0.27
H  3.82  0.85  3.22  0.42
H  2.79  2.56  3.89  0.48
H  2.84  -0.67  1.47  0.32
H  0.68  3.59  2.95  0.31
H  -1.68  2.31  1.00  0.32
H  -0.50  3.15  0.01  0.43
H  -2.80  1.04  -0.83  0.27
H  -1.60  1.37  -2.31  0.28
H  -2.42  -1.12  -0.89  0.28
H  -2.56  -0.89  -2.51  0.37
H  -0.72  -2.42  -2.59  0.39
H  0.15  -0.87  -2.88  0.30
H  1.44  -1.59  -1.19  0.58
H  0.41  -3.47  -0.18  0.34
H  -1.00  -2.65  0.13  0.41
H  0.33  -2.43  1.03  0.39

---

Here is an isolated molecule of C13H16N2O in a non-equilibrium geometry from the Open Molecules 2025 dataset. Energies are from wB97M-V/def2-TZVPD.

Energy relative to the best compared isomer or geometry (same formula, charge and spin): 66.1 kcal per mole
Spin multiplicity: 1
Calculated total energy: -18766.1565 eV
Orbital gap: 0.33494 hartree
LUMO level: 0.0319 hartree

Last column: Mulliken charge in e.
Geometry (Å):
C  3.00  1.21  2.80  -0.41
C  3.01  -0.20  3.00  -0.17
N  2.33  -1.08  2.28  -0.65
C  1.70  -0.65  1.17  0.23
C  1.63  0.74  0.93  0.76
C  2.42  1.64  1.65  -0.66
O  0.77  1.35  0.09  -0.42
C  -0.47  0.70  0.11  -0.50
C  -1.54  1.57  -0.55  -0.74
C  -1.68  1.17  -2.02  -0.82
N  -1.54  -0.31  -2.27  -0.21
C  -2.45  -1.27  -1.58  -0.60
C  -1.64  -1.53  -0.31  -1.06
C  -0.34  -0.80  -0.45  2.09
C  0.89  -1.53  0.17  -1.11
C  -0.13  -0.60  -1.89  -1.71
H  3.57  1.75  3.56  0.34
H  3.55  -0.56  3.95  0.30
H  2.21  2.67  1.43  0.43
H  -0.78  0.50  1.14  0.66
H  -1.34  2.68  -0.45  0.34
H  -2.51  1.34  -0.06  0.27
H  -2.65  1.43  -2.43  0.41
H  -0.96  1.83  -2.53  0.34
H  -2.71  -2.17  -2.15  0.31
H  -3.41  -0.69  -1.35  0.25
H  -1.50  -2.62  -0.26  0.41
H  -2.15  -1.13  0.61  0.29
H  0.72  -2.51  0.79  0.19
H  1.41  -1.81  -0.73  0.41
H  0.45  0.25  -2.10  0.56
H  0.15  -1.37  -2.52  0.47

---

Here is an isolated molecule of C13H16N2O4S2 from the Open Molecules 2025 dataset. Energies are from wB97M-V/def2-TZVPD.

Energy relative to the best compared isomer or geometry (same formula, charge and spin): 1.5 kcal per mole
Spin multiplicity: 1
Calculated total energy: -46581.2533 eV
Orbital gap: 0.33252 hartree
LUMO level: 0.0168 hartree

Last column: Mulliken charge in e.
Geometry (Å):
C  -5.83  -1.53  1.56  -0.65
O  -4.69  -0.76  1.20  -0.30
C  -4.09  -1.09  0.05  0.32
O  -4.45  -2.00  -0.66  -0.63
C  -2.94  -0.25  -0.25  -0.10
C  -2.37  0.82  0.41  -0.60
C  -1.27  1.24  -0.37  0.53
S  -0.16  2.58  -0.02  1.17
O  -0.92  3.75  0.30  -0.68
O  0.79  2.63  -1.08  -0.66
N  0.62  2.12  1.38  -0.34
C  1.39  0.90  1.29  -0.35
C  2.80  1.21  0.77  -0.95
C  3.49  -0.03  0.33  0.58
S  4.51  -0.90  1.44  -0.20
C  4.84  -2.10  0.26  -0.38
C  4.20  -1.85  -0.91  -0.85
C  3.42  -0.66  -0.88  0.19
C  2.63  -0.19  -2.06  -1.04
C  -1.21  0.42  -1.47  -0.77
N  -2.22  -0.47  -1.39  0.07
H  -6.60  -1.45  0.79  0.30
H  -5.55  -2.58  1.67  0.30
H  -6.18  -1.13  2.50  0.23
H  -2.70  1.26  1.33  0.55
H  0.01  2.21  2.17  0.32
H  1.45  0.44  2.28  0.51
H  0.90  0.19  0.61  0.19
H  3.37  1.71  1.55  0.45
H  2.69  1.90  -0.07  0.33
H  5.48  -2.92  0.50  0.45
H  4.28  -2.48  -1.78  0.42
H  2.12  0.75  -1.85  0.12
H  1.89  -0.94  -2.33  0.25
H  3.29  -0.05  -2.91  0.45
H  -0.52  0.44  -2.29  0.55
H  -2.46  -1.20  -2.05  0.23

---

Q: spin multiplicity of number 1 (C13H16ClNOsSTe)?
A: 5

---

Q: calculated total energy of number 4 (C13H16I2NO2)?
A: -35516.6423 eV

---

Please write out number 6 again, unchanged.
Here is a structure of composition C13H16N in a non-equilibrium geometry from the Open Molecules 2025 dataset. Energies are from wB97M-V/def2-TZVPD.

Energy relative to the best compared isomer or geometry (same formula, charge and spin): 58.8 kcal per mole
Spin multiplicity: 1
Calculated total energy: -15220.7662 eV
Charge: +1
Orbital gap: 0.28936 hartree
LUMO level: -0.1263 hartree

Last column: Mulliken charge in e.
Geometry (Å):
C  2.93  0.99  2.68  -0.75
C  2.29  2.13  3.12  -0.40
C  2.30  0.25  1.68  -0.32
C  1.07  2.61  2.51  -0.82
C  1.13  0.74  1.11  0.59
C  0.59  2.01  1.37  0.02
C  0.40  0.23  0.00  0.52
C  -0.62  1.03  -0.31  0.02
C  -0.59  2.26  0.49  -1.08
C  -1.73  0.83  -1.34  -0.25
C  -1.86  -0.59  -1.73  -0.79
C  -0.54  -1.35  -2.12  -0.72
C  0.44  -1.48  -1.02  -0.66
N  0.06  -2.58  -0.01  -0.27
H  3.82  0.85  3.22  0.42
H  2.79  2.56  3.89  0.48
H  2.84  -0.67  1.47  0.32
H  0.68  3.59  2.95  0.31
H  -1.68  2.31  1.00  0.32
H  -0.50  3.15  0.01  0.43
H  -2.80  1.04  -0.83  0.27
H  -1.60  1.37  -2.31  0.28
H  -2.42  -1.12  -0.89  0.28
H  -2.56  -0.89  -2.51  0.37
H  -0.72  -2.42  -2.59  0.39
H  0.15  -0.87  -2.88  0.30
H  1.44  -1.59  -1.19  0.58
H  0.41  -3.47  -0.18  0.34
H  -1.00  -2.65  0.13  0.41
H  0.33  -2.43  1.03  0.39